No. 1
163
Properties=species:S:1:pos:R:3 method="wB97M-V/def2-TZVPD" charge=0 homo_energy_ev=-8.120
C -7.304 -1.719 0.972
Si -4.404 -4.249 0.118
N 7.964 -5.565 -1.087
H -6.449 -4.982 1.220
N 0.292 -10.337 3.340
H -13.122 -0.880 -6.255
O 7.662 4.649 -1.249
H 8.526 5.276 -4.240
H 3.683 5.218 2.911
N -14.105 2.475 2.586
N 6.649 2.725 1.368
C 13.565 4.830 4.361
N -8.405 -2.088 0.072
H 8.581 -4.968 -3.482
H 3.552 2.226 2.062
H 10.573 2.800 -1.984
O 1.298 -8.694 2.149
N 9.735 5.568 3.527
C 1.193 -0.692 -3.440
H -4.104 -5.354 2.327
C 8.715 5.783 2.643
N 10.024 2.592 -1.172
N 13.686 5.836 5.276
C 2.396 4.440 4.275
N 1.449 -3.563 2.980
H 7.070 2.560 2.262
H 5.902 -2.044 -1.545
H 2.711 0.636 -4.014
H -3.232 -2.799 -2.221
C -3.095 -2.179 -1.345
H -2.069 -0.666 -2.480
H -12.975 -0.088 -1.739
H -0.469 -9.720 3.552
O 9.808 1.813 0.932
C -12.329 0.582 0.080
H 14.664 3.721 3.062
N 3.109 5.147 -2.291
H 9.573 4.490 1.237
H 1.004 5.719 5.174
N -12.251 -0.189 -1.051
O 6.147 -4.296 -1.556
H -5.410 -5.083 -1.993
H -1.722 0.800 -0.558
N -11.739 2.613 -2.974
H -2.501 0.100 1.701
H 8.087 5.250 0.782
H 9.052 2.854 -1.162
H -10.570 -0.222 0.854
H -11.387 0.989 1.821
H 7.175 -4.009 -3.791
O 5.018 -0.243 -3.036
S -8.215 -1.860 -1.535
C 0.716 -4.565 2.392
H -13.895 2.249 1.619
H -11.646 -1.006 -7.147
H -12.379 3.348 -2.743
H 1.082 1.212 -4.177
H 12.235 1.321 0.792
C -2.236 -0.142 -0.415
N -10.258 -1.922 -5.221
H 15.612 4.883 3.922
C -10.728 2.901 -3.845
O -7.028 -2.417 -2.080
O -13.256 1.375 0.233
H 2.279 -3.727 3.516
H 3.122 -1.353 -3.103
O 12.496 4.295 4.117
C -3.312 -1.754 0.998
H -7.213 -3.221 2.391
H -11.517 -0.848 -1.225
F -9.415 -2.761 -1.982
N -12.152 -1.131 -6.292
O -8.549 -0.526 -1.887
H 14.554 6.288 5.491
H 0.969 4.063 5.671
H -12.548 2.716 5.396
H 6.669 -0.975 -0.422
C 10.521 2.026 -0.037
H 2.591 6.394 3.555
H 3.073 -10.366 1.725
H -3.229 -6.226 1.050
H -3.606 -2.056 1.997
N 2.324 -10.707 2.296
O 7.772 6.519 2.897
H 9.504 5.129 -2.821
H 3.402 2.941 -1.232
H 2.226 2.068 -2.180
C -6.554 -2.880 1.590
H -9.849 -2.274 -4.377
H 6.200 5.033 -4.044
H 1.858 -2.484 -2.713
C -3.548 -2.600 -0.092
H 3.768 5.131 -1.533
H 0.688 -6.595 2.164
H 9.676 6.040 4.408
N -9.862 1.866 -4.084
H 10.527 4.970 3.354
H 5.647 1.961 -2.088
C 1.304 -9.839 2.569
H -15.053 2.614 2.876
N -13.324 2.706 4.762
N 1.183 -5.830 2.586
C -2.438 -0.969 -1.511
O 1.569 4.068 -3.574
C -3.486 -5.240 1.434
H 2.924 6.009 -2.768
O -12.219 -1.738 -4.107
C -6.219 -4.066 0.672
O -10.596 3.995 -4.368
H 6.512 1.345 -0.725
H -4.349 -6.279 -1.258
H 0.275 -11.275 3.693
N 8.602 5.096 -3.257
N 14.724 4.460 3.736
C 5.314 2.627 1.137
C -2.671 -0.537 0.844
N 6.131 -1.104 -1.257
C -13.049 2.490 3.438
H 7.241 3.000 0.606
H 2.008 -6.041 3.112
H 12.853 6.128 5.750
F -6.502 -0.839 0.319
C 2.391 4.031 -2.672
O -11.910 2.306 3.029
O 4.828 2.858 0.028
H -8.746 -3.022 0.272
N 11.857 1.730 -0.041
H 4.905 2.103 3.114
F -7.904 -1.014 1.991
N 2.704 2.925 -1.959
H -5.677 -2.451 2.068
N 6.007 1.178 -1.575
N -11.334 0.414 0.986
C 7.207 -4.781 -1.913
O 2.824 3.298 4.210
H 7.610 -5.731 -0.164
H -9.937 0.968 -3.642
H -14.249 2.857 5.113
N 1.722 0.484 -3.910
H 5.493 4.703 -2.506
H 12.458 1.900 -0.823
O -0.286 -4.322 1.741
H -9.096 2.045 -4.703
O -0.008 -0.893 -3.357
N 1.370 4.789 5.108
H -3.673 -4.921 -2.188
H -11.844 1.720 -2.527
H 2.349 -11.652 2.626
H -6.835 -4.086 -0.226
C -11.587 -1.609 -5.145
C 5.683 -0.069 -2.018
H 8.836 -5.977 -1.360
H 1.129 -2.623 2.843
N 8.819 5.114 1.457
H -9.693 -1.812 -6.041
N 2.919 5.448 3.520
N 2.144 -1.590 -3.064
N 7.714 -4.579 -3.166
N 4.545 2.272 2.195
H -2.588 -4.695 1.711
C -4.452 -5.219 -1.490
N 6.313 4.871 -3.061
C 7.523 4.859 -2.448



No. 2
126
Properties=species:S:1:pos:R:3 method="wB97M-V/def2-TZVPD" charge=0 homo_energy_ev=-8.568 e_above_lowest_kj_mol=1186.1
C 0.874 -4.420 -1.737
H -1.671 1.855 3.737
C 2.061 3.493 1.445
H 4.095 -0.282 2.994
H 1.245 -5.518 2.961
C -2.797 -2.669 -0.121
H -4.005 1.465 0.256
C -4.021 -2.839 -1.058
N 1.103 3.586 -1.786
H -2.044 -1.126 1.166
H -3.812 0.470 4.874
H 1.896 3.441 -2.411
H -0.017 5.551 1.478
H -4.774 1.938 -1.174
C 0.283 -2.580 2.336
H 2.509 0.572 2.625
C 0.543 4.766 -1.917
H 1.663 -0.488 4.762
H -4.868 -2.382 -0.576
C 2.046 -3.340 3.796
H 1.028 -6.510 -1.854
C -2.207 -1.825 -4.608
H -4.296 0.243 3.176
H 2.637 3.597 2.356
H -0.432 0.925 -3.347
H -3.441 4.088 -1.413
H -3.010 3.786 2.973
H -2.274 -2.887 -4.259
H 5.114 -1.764 -2.525
N 1.054 -5.680 -1.312
O -2.324 1.399 2.034
H 0.222 -3.239 -3.104
H 3.079 -0.619 -0.886
C -1.977 2.312 -1.375
H -1.745 0.915 -4.503
C -3.497 2.909 3.332
C 3.827 -3.756 -2.108
H 3.078 3.263 -4.436
H 3.248 0.015 -3.685
H 1.496 -3.041 4.661
C -3.110 3.214 -0.778
H -0.095 0.223 -4.907
H 0.043 3.223 0.702
O -2.809 3.630 0.385
H 0.302 -0.102 3.760
H 4.902 -3.659 -2.128
N 0.353 -4.253 -2.844
O 0.354 2.473 2.526
H -3.876 -2.304 -1.978
C 0.497 3.397 1.661
H -0.845 5.902 -1.068
O 1.157 -3.374 -0.857
H -0.143 0.072 0.905
H 3.486 3.753 -2.852
C 3.448 -2.275 -2.197
H -1.148 4.490 2.374
H 2.388 4.288 0.736
C -1.468 -0.973 -3.619
H -1.073 4.241 -0.783
H -2.455 2.167 1.474
H -3.185 4.516 0.443
H -0.837 -1.748 -2.151
H -3.196 -1.327 -4.964
O 4.000 0.791 1.245
H -1.126 2.261 -0.741
O 4.213 -1.548 -2.872
N -0.449 4.968 -1.134
H 2.372 -2.364 -2.514
H 1.870 -3.980 1.815
H -1.770 2.762 -2.372
O 4.014 1.573 -1.878
H 0.706 0.691 5.264
H 0.886 2.812 -1.179
H -3.745 3.068 4.335
H 0.860 -1.753 1.864
O -1.780 -2.925 -0.834
C -2.639 1.701 3.202
H 1.105 -1.036 -0.125
H 2.752 -4.091 4.152
O 0.990 0.916 -0.607
C 3.304 1.825 -2.988
H 3.447 0.930 0.483
H 4.457 -1.259 -0.386
H 3.707 -4.451 -2.902
H -2.746 -3.377 0.663
H -2.226 1.208 -1.398
H 3.639 -4.283 -1.263
H 1.745 -5.890 -0.548
H -0.453 2.027 2.256
N 3.103 3.017 -3.449
C 0.345 -0.213 -0.066
H -1.650 -1.838 -5.504
H -2.725 -0.236 3.632
H 2.144 1.060 -4.507
H 2.972 -2.094 -0.050
H -0.255 -2.175 3.218
H 0.356 4.941 3.019
C 1.205 -3.729 2.661
C -2.834 -1.226 0.443
H -0.590 -2.886 1.704
H -0.479 -0.630 -0.674
N 2.739 0.894 -3.749
C -4.278 2.309 -0.338
C 3.378 0.070 2.225
H -0.259 -4.994 -3.333
O -0.533 -1.606 -3.039
H 2.612 -2.450 3.489
H -5.151 2.750 0.106
C -3.459 0.484 3.800
H -4.097 -3.856 -1.394
C 3.523 -1.528 -0.797
O 1.068 5.752 -2.782
H 2.991 -0.855 1.852
C 0.654 -0.227 4.738
H -4.492 2.697 2.832
H 1.572 0.561 -1.206
H -3.639 -1.195 1.140
H -2.817 -0.315 -0.234
H -2.176 -0.589 -2.815
O -0.006 -1.245 5.444
O 0.585 -4.816 2.876
H 0.485 -1.415 6.288
C -0.148 4.654 2.113
H 2.506 2.595 1.020
C -0.897 0.356 -4.151
H -1.462 -3.798 -0.653



No. 3
112
Properties=species:S:1:pos:R:3 method="wB97M-V/def2-TZVPD" charge=0 homo_energy_ev=-9.097
C -2.577 -7.490 -3.573
H -0.455 -0.674 0.187
Cl -10.307 4.284 -4.456
Cl -0.213 -4.817 6.929
Cl 3.115 -4.477 4.887
H -0.706 0.327 -1.211
Cl 4.693 7.126 6.002
Cl 4.147 -1.824 4.422
Cl -2.693 0.812 -7.504
N -3.796 -3.316 -3.711
Cl 12.423 -1.859 1.391
Cl 3.809 8.729 3.775
Cl -12.873 -2.696 -5.167
H -4.592 -2.466 0.596
C -0.555 -0.713 -0.900
Cl 10.275 -0.129 0.550
Cl -9.299 -8.201 -1.522
Cl 4.183 -0.580 1.263
Cl 12.098 6.944 4.160
Cl -5.126 1.427 -6.074
Cl -12.455 -4.671 -3.107
Cl -0.522 -0.639 -5.715
Cl 11.588 2.657 0.617
Cl 11.506 4.398 5.383
Cl 9.660 6.608 5.662
Cl 11.917 6.240 9.510
C -13.344 0.755 -4.736
Cl 2.250 -3.470 7.592
Cl -9.075 2.623 -6.457
Cl 5.489 -1.343 -1.196
H 1.195 -2.294 0.461
Cl 0.602 3.333 3.339
Cl 9.794 4.601 8.457
C 0.748 -1.302 -1.435
Cl 11.561 0.302 3.099
Cl 2.434 1.114 3.124
Cl 6.904 -1.517 1.318
Cl -14.949 -4.604 -4.567
Cl -2.382 -7.174 -5.300
Cl 5.039 -3.314 6.729
H -2.514 -1.283 0.878
C 0.590 -3.774 8.113
H 2.383 -2.490 -0.802
Cl -6.945 -2.296 -5.097
C -9.027 -6.467 -1.319
Cl 4.759 -3.360 0.734
Cl -11.732 3.672 -6.894
Cl -9.496 -1.136 -4.396
C 10.630 5.103 9.931
N -5.386 -3.549 -1.779
C -13.201 -4.358 -4.675
C -3.349 -2.739 -2.578
C 6.926 9.108 8.996
Cl 5.729 8.051 9.757
Cl 2.741 6.076 4.152
C 4.537 -3.439 5.029
C -4.252 -2.892 -1.489
Cl -8.263 -0.505 -6.933
Cl -13.445 2.489 -4.402
C -2.734 -1.694 -0.103
Cl -13.097 -0.152 -3.240
Cl 2.360 -0.468 -5.788
C 5.335 -1.702 0.529
Cl -0.285 -2.242 8.235
Cl -11.976 0.450 -5.814
Cl -4.218 -1.302 -6.251
C -8.520 -1.771 -5.722
Cl 7.492 10.300 10.170
Cl 11.328 3.686 10.724
C -3.900 -2.347 -0.229
C -4.317 0.242 -7.109
Cl 12.549 5.186 -0.391
Cl 8.292 8.138 8.436
H 0.924 -3.424 -0.942
Cl 0.601 -4.574 9.688
Cl -14.848 0.218 -5.495
Cl 5.861 -4.129 4.089
Cl 6.193 9.932 7.618
Cl -12.522 -5.476 -5.868
C 1.306 -2.457 -0.611
H -1.487 -1.925 -3.247
C -1.813 -1.511 -1.189
C 10.809 5.812 4.580
C 1.765 2.520 2.285
Cl -3.164 -9.142 -3.337
Cl -7.654 -6.207 -0.240
Cl -3.745 -6.343 -2.901
Cl 3.069 3.633 1.872
C 11.030 -0.920 1.936
Cl 0.783 1.881 -5.212
Cl -9.460 5.447 -6.957
Cl 0.788 0.758 -7.873
C 4.180 7.087 4.314
C -10.145 4.006 -6.194
Cl 9.487 5.885 11.029
Cl -5.237 0.038 -8.606
S -5.227 -3.914 -3.335
C -2.134 -2.041 -2.389
C 0.852 0.379 -6.145
Cl 9.718 4.627 -0.355
Cl 5.483 6.421 3.319
H 1.497 -0.501 -1.390
Cl -1.021 -7.294 -2.757
Cl 0.953 1.987 0.809
F 0.682 -1.692 -2.766
Cl 9.860 -1.996 2.712
Cl 11.439 3.234 -2.207
C 11.325 3.924 -0.584
Cl 9.977 5.295 3.111
Cl -10.476 -5.723 -0.629
Cl -9.358 -3.138 -6.462
Cl -8.704 -5.735 -2.895



No. 4
68
Properties=species:S:1:pos:R:3 method="wB97M-V/def2-TZVPD" charge=-1 homo_energy_ev="-5.607 / -6.827" e_above_lowest_kj_mol=0.0 multiplicity=6
S -2.686 2.796 -4.666
C 2.901 -3.057 0.938
C 1.945 -2.282 1.579
C -2.259 -2.933 2.767
H 1.465 -2.650 2.477
H 1.933 0.381 -0.511
O 1.985 1.973 -3.903
F 3.655 2.332 6.294
C 2.211 -0.583 -0.100
C -0.219 -1.301 -2.822
O -1.620 4.762 -6.060
C -1.478 -0.501 3.831
C 2.933 1.820 5.298
P 0.354 0.070 1.819
C -2.878 -2.450 3.909
F -3.412 3.155 0.330
O -1.114 -3.902 -5.868
H -2.982 -0.826 5.313
H 3.639 -0.991 -1.642
C 0.406 -0.110 -3.148
H 3.162 -4.028 1.340
H 0.661 0.625 -2.396
C -0.590 -1.662 -1.405
F 1.258 -1.240 4.516
H -3.672 -3.015 4.379
H -0.972 -3.164 -3.559
H -2.571 -3.875 2.334
F -4.758 2.327 1.986
H -0.804 -2.584 1.239
F -2.900 1.942 3.252
C 1.397 0.743 3.204
F -3.256 4.045 2.433
F -1.552 2.721 1.576
C -0.216 -1.911 -5.133
O -0.833 -0.681 -0.611
N -0.550 -2.879 -6.194
H 0.626 -0.499 -6.522
C 1.986 2.007 3.099
H -1.202 0.465 4.236
C 2.406 0.548 5.408
C 0.396 -0.727 -5.494
S -0.060 3.007 -1.215
S -0.351 4.368 -3.786
O -0.639 -2.844 -1.099
C 3.169 -1.357 -0.738
C 1.589 -1.042 1.059
C -1.564 4.109 -5.058
S -2.786 1.187 -2.205
C 2.733 2.538 4.137
Fe -1.208 1.171 -0.167
P -3.200 2.581 1.816
F 3.296 3.744 4.043
F 2.628 -0.171 6.509
O -0.258 -2.583 -7.337
C -0.512 -2.223 -3.819
C 3.512 -2.598 -0.220
Br 1.902 3.008 1.517
C 0.717 0.143 -4.473
C -2.488 -1.227 4.438
C -2.034 2.393 -3.089
H 4.251 -3.209 -0.723
C -0.837 -0.994 2.698
F -3.021 1.049 1.134
C 1.669 0.023 4.362
C -1.246 -2.209 2.153
N 1.441 1.380 -4.812
O 1.414 1.749 -5.969
C -0.914 3.150 -2.679



Calculated total energy (eV), listed in the same order as above: -142209.994, -64844.063, -946286.251, -240088.899
Calculated max |F| (eV/A), listed in the same order as above: 1.77, 10.72, 1.23, 0.41